Entry i
{"formula": "C14H16", "method": "the ωB97M-V functional and the def2-TZVPD basis", "symbols": ["C", "C", "C", "C", "C", "C", "C", "H", "H", "H", "H", "H", "H", "H", "H", "C", "C", "C", "C", "C", "C", "C", "H", "H", "H", "H", "H", "H", "H", "H"], "xyz": [[-2.756, 2.892, 0.934], [-1.944, 2.166, 1.992], [-0.555, 2.180, 1.863], [0.197, 1.424, 2.765], [-0.420, 0.754, 3.800], [-1.805, 0.726, 3.904], [-2.572, 1.399, 2.966], [-3.826, 2.967, 1.119], [-2.713, 2.224, 0.065], [-2.283, 3.831, 0.658], [-0.160, 2.675, 0.985], [1.261, 1.513, 2.581], [0.221, 0.196, 4.463], [-2.241, 0.144, 4.706], [-3.644, 1.476, 3.041], [1.028, -0.481, -4.111], [1.382, -1.213, -2.842], [2.718, -1.569, -2.588], [2.984, -2.640, -1.776], [2.003, -3.143, -0.904], [0.740, -2.605, -0.969], [0.406, -1.761, -2.040], [0.191, -0.890, -4.663], [1.906, -0.397, -4.742], [0.837, 0.579, -3.896], [3.528, -1.116, -3.142], [3.944, -3.111, -1.591], [2.255, -3.840, -0.146], [-0.030, -2.772, -0.224], [-0.654, -1.610, -2.209]], "e_lumo_ev": 0.80}

=====

Entry ii
{"formula": "C14H16", "method": "the ωB97M-V functional and the def2-TZVPD basis", "symbols": ["C", "C", "C", "C", "C", "C", "C", "H", "H", "H", "H", "H", "H", "H", "H", "C", "C", "C", "C", "C", "C", "C", "H", "H", "H", "H", "H", "H", "H", "H"], "xyz": [[3.355, 0.410, -3.406], [2.407, -0.426, -2.596], [1.376, 0.176, -1.960], [0.485, -0.582, -1.258], [0.742, -1.904, -0.967], [1.841, -2.509, -1.475], [2.593, -1.794, -2.353], [4.032, 1.085, -2.944], [2.812, 1.059, -4.094], [4.014, -0.453, -4.014], [1.156, 1.288, -2.267], [-0.206, -0.040, -0.578], [-0.059, -2.252, -0.429], [2.118, -3.523, -1.334], [3.469, -2.307, -2.883], [-2.565, -1.296, 1.380], [-2.072, 0.134, 1.848], [-3.087, 0.959, 2.114], [-2.744, 2.244, 2.427], [-1.455, 2.622, 2.635], [-0.325, 1.748, 2.222], [-0.716, 0.407, 1.877], [-3.220, -1.641, 2.130], [-1.661, -1.898, 1.126], [-3.184, -1.278, 0.473], [-4.202, 0.604, 2.138], [-3.547, 2.947, 2.733], [-1.158, 3.518, 2.990], [0.665, 2.167, 2.333], [-0.046, -0.402, 1.693]], "e_lumo_ev": 0.95}

=====

Relative stability in kcal/mol, measured from the most stable structure: entry i 0.0; entry ii 39.1

=====

Entry i
{"formula": "C14H16", "method": "the ωB97M-V functional and the def2-TZVPD basis", "symbols": ["C", "C", "C", "C", "C", "C", "C", "H", "H", "H", "H", "H", "H", "H", "H", "C", "C", "C", "C", "C", "C", "C", "H", "H", "H", "H", "H", "H", "H", "H"], "xyz": [[-0.686, -0.828, 3.535], [0.284, 0.115, 2.860], [0.184, 1.486, 2.965], [1.025, 2.308, 2.214], [2.136, 1.766, 1.605], [2.306, 0.380, 1.623], [1.307, -0.474, 2.075], [-0.305, -1.172, 4.503], [-0.985, -1.656, 2.895], [-1.623, -0.294, 3.695], [-0.735, 1.966, 3.307], [0.960, 3.390, 2.222], [2.669, 2.295, 0.827], [2.978, -0.056, 0.894], [1.340, -1.539, 1.947], [-2.627, -0.395, -4.014], [-1.482, -0.443, -3.056], [-1.470, 0.318, -1.902], [-0.386, 0.175, -1.055], [0.490, -0.905, -1.112], [0.423, -1.693, -2.279], [-0.580, -1.493, -3.214], [-2.640, -1.214, -4.733], [-2.829, 0.529, -4.584], [-3.629, -0.518, -3.586], [-2.201, 1.077, -1.670], [-0.235, 0.939, -0.297], [1.285, -1.001, -0.396], [1.062, -2.565, -2.394], [-0.712, -2.135, -4.075]], "e_lumo_ev": 0.94}

=====

Entry ii
{"formula": "C14H16", "method": "the ωB97M-V functional and the def2-TZVPD basis", "symbols": ["C", "C", "C", "C", "C", "C", "C", "H", "H", "H", "H", "H", "H", "H", "H", "C", "C", "C", "C", "C", "C", "C", "H", "H", "H", "H", "H", "H", "H", "H"], "xyz": [[3.977, -2.962, -0.398], [2.708, -2.377, -0.957], [1.489, -2.620, -0.356], [0.309, -2.239, -1.011], [0.364, -1.531, -2.187], [1.600, -1.010, -2.611], [2.760, -1.556, -2.105], [4.676, -3.469, -1.075], [3.842, -3.650, 0.431], [4.582, -2.080, -0.147], [1.445, -3.062, 0.630], [-0.611, -2.603, -0.568], [-0.524, -1.350, -2.768], [1.531, -0.218, -3.347], [3.730, -1.435, -2.568], [-3.337, 2.493, 3.286], [-2.457, 2.169, 2.072], [-2.700, 1.041, 1.281], [-1.748, 0.809, 0.301], [-0.803, 1.740, -0.128], [-0.781, 2.981, 0.491], [-1.523, 3.107, 1.667], [-4.179, 1.806, 3.295], [-3.606, 3.539, 3.351], [-2.728, 2.139, 4.127], [-3.554, 0.402, 1.443], [-1.742, -0.172, -0.172], [-0.148, 1.402, -0.912], [-0.126, 3.731, 0.065], [-1.380, 3.990, 2.272]], "e_lumo_ev": 0.95}

=====

Relative stability in kcal/mol, measured from the most stable structure: entry i 1.9; entry ii 0.0

=====

Entry i
{"formula": "C14H16", "method": "the ωB97M-V functional and the def2-TZVPD basis", "symbols": ["C", "C", "C", "C", "C", "C", "C", "H", "H", "H", "H", "H", "H", "H", "H", "C", "C", "C", "C", "C", "C", "C", "H", "H", "H", "H", "H", "H", "H", "H"], "xyz": [[-3.942, 1.635, -2.818], [-2.891, 1.564, -1.729], [-1.738, 0.880, -2.075], [-0.655, 0.929, -1.174], [-0.702, 1.679, -0.022], [-1.884, 2.370, 0.272], [-2.984, 2.324, -0.563], [-4.422, 0.659, -2.928], [-3.444, 1.985, -3.729], [-4.815, 2.298, -2.874], [-1.387, 0.636, -3.070], [0.221, 0.362, -1.469], [0.121, 1.858, 0.654], [-1.808, 2.995, 1.155], [-3.901, 2.826, -0.286], [4.150, -0.756, 0.574], [2.851, -1.325, 1.077], [2.163, -2.293, 0.357], [1.083, -2.953, 0.941], [0.545, -2.512, 2.136], [1.245, -1.564, 2.889], [2.371, -0.982, 2.346], [4.491, -1.429, -0.214], [4.878, -0.685, 1.379], [4.123, 0.231, 0.120], [2.462, -2.624, -0.631], [0.632, -3.831, 0.496], [-0.430, -2.837, 2.477], [0.770, -1.227, 3.802], [2.898, -0.216, 2.907]], "e_lumo_ev": 0.94}

=====

Entry ii
{"formula": "C14H16", "method": "the ωB97M-V functional and the def2-TZVPD basis", "symbols": ["C", "C", "C", "C", "C", "C", "C", "H", "H", "H", "H", "H", "H", "H", "H", "C", "C", "C", "C", "C", "C", "C", "H", "H", "H", "H", "H", "H", "H", "H"], "xyz": [[-0.410, 1.700, -2.305], [-1.282, 1.761, -1.124], [-0.734, 2.233, 0.123], [-1.522, 2.204, 1.312], [-2.926, 1.837, 1.237], [-3.377, 1.183, 0.091], [-2.586, 1.290, -1.153], [0.591, 1.218, -2.081], [-0.123, 2.764, -2.505], [-0.828, 1.204, -3.095], [0.297, 2.651, 0.112], [-1.120, 2.671, 2.218], [-3.535, 1.790, 2.142], [-4.399, 0.789, -0.008], [-3.006, 1.025, -2.052], [3.304, -1.647, -0.985], [2.232, -1.690, 0.030], [1.277, -2.685, -0.077], [0.278, -2.915, 0.869], [0.089, -1.862, 1.826], [0.935, -0.787, 1.900], [2.095, -0.783, 1.082], [2.825, -1.691, -1.910], [4.022, -2.403, -1.145], [3.797, -0.681, -0.813], [1.516, -3.377, -1.042], [-0.413, -3.810, 0.882], [-0.803, -1.714, 2.453], [0.799, -0.038, 2.713], [3.007, -0.238, 1.304]], "e_lumo_ev": 0.88}

=====

Entry iii
{"formula": "C14H16", "method": "the ωB97M-V functional and the def2-TZVPD basis", "symbols": ["C", "C", "C", "C", "C", "C", "C", "H", "H", "H", "H", "H", "H", "H", "H", "C", "C", "C", "C", "C", "C", "C", "H", "H", "H", "H", "H", "H", "H", "H"], "xyz": [[1.131, -1.656, -0.865], [1.929, -1.158, 0.317], [3.186, -1.591, 0.603], [3.910, -1.137, 1.704], [3.285, -0.325, 2.685], [1.990, 0.093, 2.510], [1.299, -0.250, 1.207], [1.127, -0.819, -1.535], [0.170, -1.784, -0.380], [1.540, -2.500, -1.403], [3.807, -2.037, -0.205], [5.017, -1.257, 1.813], [3.845, -0.002, 3.520], [1.445, 0.683, 3.164], [0.305, 0.044, 1.031], [-2.652, -1.310, -0.370], [-2.457, 0.075, -0.741], [-1.603, 0.290, -1.831], [-1.295, 1.568, -2.191], [-2.094, 2.648, -1.683], [-3.012, 2.420, -0.715], [-3.257, 1.055, -0.259], [-2.026, -2.144, -0.796], [-3.538, -1.747, -0.677], [-2.626, -1.529, 0.614], [-1.121, -0.581, -2.215], [-0.585, 1.835, -2.982], [-1.911, 3.518, -2.378], [-3.558, 3.063, -0.146], [-4.054, 0.925, 0.352]], "e_lumo_ev": 0.89}

=====

Relative stability in kcal/mol, measured from the most stable structure: entry i 0.0; entry ii 21.8; entry iii 33.1